Record 1
{
  "formula": "C7H14N2",
  "method": "ωB97M-V/def2-TZVPD",
  "elements": ["C", "C", "C", "C", "C", "N", "C", "C", "N", "H", "H", "H", "H", "H", "H", "H", "H", "H", "H", "H", "H", "H", "H"],
  "positions_angstrom": [[0.70661, -2.68735, -1.59580], [0.76562, -1.35986, -1.68869], [-0.23917, -0.29626, -0.71952], [-0.57318, 0.93196, -1.54866], [0.61795, -0.16641, 0.48239], [1.81435, 0.55611, 0.37482], [-0.66635, 0.70149, 1.52384], [-0.15257, 1.39905, 2.54779], [-2.04225, 0.58713, 1.39044], [0.11045, -3.17809, -0.82855], [1.26077, -3.34073, -2.26696], [1.42392, -0.88666, -2.41636], [-1.10101, -0.94345, -0.56526], [-0.73927, 0.65132, -2.59328], [0.22272, 1.68073, -1.54228], [-1.47602, 1.41207, -1.16672], [0.76478, -1.11451, 1.00006], [2.13139, 0.78703, -0.55889], [1.99033, 1.39854, 0.90661], [-0.77194, 1.88831, 3.29824], [0.91296, 1.42028, 2.75481], [-2.59037, 0.84884, 2.20646], [-2.36974, -0.28954, 1.00551]],
  "forces_ev_per_a": [[0.03, 0.54, 0.07], [-1.94, 1.06, 0.95], [3.23, -3.26, -3.66], [-0.08, 0.07, 0.11], [-4.47, 2.11, 2.70], [1.47, 0.84, -0.49], [3.15, -0.43, 1.06], [0.20, -0.14, -0.10], [-0.32, -0.66, -0.91], [-0.12, 0.06, -0.19], [0.09, 0.16, 0.21], [-0.17, 0.05, 0.02], [-0.01, 0.18, 0.27], [-0.08, 0.00, 0.18], [0.03, -0.13, 0.10], [0.05, 0.02, -0.01], [-0.25, 0.03, -0.03], [-0.43, -0.37, -0.12], [-0.64, -0.35, 0.47], [-0.05, -0.02, -0.18], [-0.12, 0.11, -0.23], [0.43, -0.07, -0.18], [0.01, 0.19, -0.03]],
  "mulliken_charge": [-0.75, -0.38, -0.05, -1.46, 0.16, -0.58, 0.56, -1.16, -0.47, 0.24, 0.28, 0.31, 0.42, 0.44, 0.25, 0.37, 0.39, 0.23, 0.24, 0.26, 0.23, 0.26, 0.20],
  "gap_ev": 9.08,
  "smiles": "C=C[C@H](C)[C@@H](N)C(=C)N",
  "max_force_ev_per_a": 5.9,
  "e_homo_ev": -8.08,
  "e_tot_ha": -384.50962,
  "total_charge": 0
}



Record 2
{
  "formula": "C16H27IrN3O2S2Si",
  "method": "ωB97M-V/def2-TZVPD",
  "elements": ["Ir", "C", "C", "N", "C", "C", "S", "C", "C", "S", "C", "N", "C", "H", "H", "H", "H", "H", "H", "H", "H", "C", "C", "C", "C", "C", "H", "H", "H", "H", "H", "H", "H", "H", "H", "H", "O", "N", "C", "Si", "C", "C", "O", "H", "H", "H", "H", "H", "H", "H", "H", "H"],
  "positions_angstrom": [[0.07677, -1.36996, -0.99896], [3.59342, -1.01663, -1.33118], [2.77537, 0.23146, -1.44330], [1.49483, 0.32752, -1.45949], [0.94403, 1.67621, -1.73339], [2.09729, 2.63155, -1.79302], [3.50831, 1.81982, -1.92163], [-1.45377, 1.22092, -1.10792], [-2.76130, 1.68987, -0.87664], [-3.89772, 0.37194, -0.71706], [-2.72879, -0.64777, -1.53911], [-1.50582, -0.12449, -1.50799], [-3.15216, -1.95966, -2.04239], [3.07453, -1.51123, -0.55622], [4.59454, -0.64456, -0.97015], [3.74241, -1.64162, -2.21600], [2.07583, 3.70892, -1.74951], [-3.06523, 2.76369, -0.79310], [-3.70129, -2.43214, -1.23495], [-2.35004, -2.53523, -2.46671], [-3.90086, -1.86588, -2.87513], [-0.15165, 4.26045, -0.13802], [-0.05416, 2.81292, 0.36085], [-1.21810, 2.64513, 1.43824], [1.24169, 2.49148, 1.12775], [-0.21523, 1.87894, -0.82690], [-0.27204, 4.86236, 0.79408], [-1.12332, 4.28720, -0.66025], [0.67841, 4.46945, -0.76873], [-0.96808, 3.33241, 2.23844], [-1.10571, 1.56055, 1.75011], [-2.23525, 2.93523, 1.11288], [1.20597, 2.89383, 2.14280], [2.04802, 2.93512, 0.55442], [1.38493, 1.38036, 1.20983], [0.47458, 1.79130, -2.77299], [0.86254, -2.79709, -3.41739], [0.50309, -2.18060, -2.50480], [-1.37203, -2.15861, 3.08663], [-0.03308, -2.37665, 1.76042], [1.65468, -2.73116, 2.57614], [-0.38358, -3.98866, 0.86830], [-0.09640, -1.00328, 0.89235], [-1.45987, -3.09963, 3.58334], [-2.43194, -1.93966, 2.74471], [-1.15090, -1.42715, 3.85672], [1.55478, -3.54920, 3.24872], [1.97305, -1.87870, 3.18271], [2.45480, -3.03067, 1.87131], [-0.43062, -4.76766, 1.58240], [0.45513, -4.28220, 0.21049], [-1.25006, -4.01854, 0.22925]],
  "forces_ev_per_a": [[1.63, -0.26, -1.35], [1.32, 1.98, 0.55], [-0.23, 1.58, -2.38], [0.20, -0.26, 0.09], [-0.58, 0.12, -1.21], [-1.41, 0.33, 0.44], [2.08, -1.80, 0.47], [-1.96, 0.21, 0.41], [0.75, 0.53, 0.51], [1.07, 0.69, -1.94], [0.33, 1.37, 1.33], [-1.63, 0.09, -0.64], [-1.08, 0.05, -0.80], [-0.12, -1.30, 0.96], [-0.84, -0.88, -0.25], [-0.40, 0.40, -0.01], [-0.07, -0.21, -0.20], [0.29, -1.44, 0.27], [0.16, -0.65, 0.05], [0.41, -0.42, 0.30], [0.61, 0.29, 0.72], [-1.38, -0.76, 1.47], [-1.88, -0.30, 0.97], [1.01, -1.06, -0.80], [-0.14, -0.75, -0.46], [-0.39, 0.90, 0.84], [0.57, 0.16, -1.03], [0.54, 0.53, -0.15], [0.33, 0.92, -0.31], [0.10, -0.18, 0.38], [-0.78, 1.27, 0.07], [0.69, -0.50, 0.10], [0.09, 0.11, -0.22], [0.51, -0.09, 0.38], [-0.08, 0.96, -0.06], [0.54, -1.09, 0.70], [-0.60, 1.24, 1.22], [0.48, -1.60, -0.71], [-0.87, 0.36, -0.75], [-0.28, -1.20, 2.34], [-0.15, 1.05, -0.91], [0.90, 0.79, -1.50], [0.23, 0.66, -1.22], [-0.02, -0.84, 0.57], [1.31, -0.12, -0.04], [0.23, 0.23, 0.03], [-0.28, -0.82, 0.64], [0.19, -0.02, -0.16], [-0.37, 0.37, 0.20], [-0.30, -0.83, 0.97], [-0.11, 0.21, 0.20], [-0.63, -0.03, -0.08]],
  "mulliken_charge": [0.71, -0.88, 0.55, -0.24, 0.45, -0.77, -0.20, -0.38, -0.21, -0.15, 0.66, -0.10, -1.28, 0.06, 0.41, 0.24, 0.36, 0.49, 0.38, 0.26, 0.37, -1.45, 1.45, -1.50, -1.45, -0.24, 0.44, 0.35, 0.24, 0.57, 0.23, 0.35, 0.50, 0.40, 0.08, 0.28, -0.54, 0.86, -1.19, 0.32, -1.21, -1.29, -0.22, 0.42, 0.27, 0.35, 0.43, 0.34, 0.30, 0.47, 0.32, 0.38],
  "gap_ev": [6.52, 8.09],
  "max_force_ev_per_a": 2.9,
  "e_homo_ev": [-10.34, -12.33],
  "e_tot_ha": -2130.41374,
  "total_charge": 1,
  "multiplicity": 5
}



Record 3
{
  "formula": "Cl4Mg",
  "method": "ωB97M-V/def2-TZVPD",
  "elements": ["Mg", "Cl", "Cl", "Cl", "Cl"],
  "positions_angstrom": [[0.04874, 0.03712, -0.04377], [-1.40009, -0.45032, -1.78185], [-0.46225, -1.53731, 1.59603], [2.25028, -0.08773, -0.76307], [-0.43669, 2.03824, 0.99267]],
  "forces_ev_per_a": [[0.66, 0.20, -0.66], [-0.16, -0.13, 0.12], [-0.22, 0.00, 0.16], [-0.15, -0.02, 0.12], [-0.14, -0.05, 0.26]],
  "mulliken_charge": [0.83, -0.47, -0.28, -0.64, -0.44],
  "gap_ev": [9.65, 4.05],
  "max_force_ev_per_a": 1.0,
  "e_homo_ev": [-6.23, -6.14],
  "e_tot_ha": -2041.10319,
  "total_charge": -1,
  "multiplicity": 2
}



Record 4
{
  "formula": "C2H3NS4",
  "method": "ωB97M-V/def2-TZVPD",
  "elements": ["C", "C", "N", "S", "S", "S", "S", "H", "H", "H"],
  "positions_angstrom": [[0.86632, 0.77535, -0.38952], [0.13321, 0.09263, 0.53020], [0.67569, 1.21141, -1.67877], [-0.70832, -1.35639, -2.09395], [-0.38169, 0.44960, -2.68005], [0.93189, -0.65831, 1.84423], [-1.58917, -0.20146, 0.17468], [1.82981, 1.07832, -0.00419], [0.06622, -0.48236, 2.96863], [-1.82397, -0.90879, 1.32874]],
  "forces_ev_per_a": [[1.27, 0.73, -1.00], [-2.74, -0.08, -0.99], [-1.69, -0.97, 0.30], [-0.17, 0.08, -0.93], [1.44, 0.13, 1.25], [-0.18, -0.40, 2.06], [0.91, -0.20, 1.53], [0.26, 0.16, -0.01], [0.85, 0.12, -1.63], [0.04, 0.42, -0.56]],
  "mulliken_charge": [-0.22, 0.35, -0.48, -0.16, 0.19, -0.22, -0.12, 0.38, 0.14, 0.15],
  "gap_ev": [6.84, 6.84],
  "max_force_ev_per_a": 2.9,
  "e_homo_ev": [-8.39, -8.39],
  "e_tot_ha": -1725.43038,
  "total_charge": 0
}



Record 5
{
  "formula": "C5H12N4",
  "method": "ωB97M-V/def2-TZVPD",
  "elements": ["H", "N", "C", "N", "C", "N", "C", "N", "C", "C", "H", "H", "H", "H", "H", "H", "H", "H", "H", "H", "H"],
  "positions_angstrom": [[-0.24000, -2.02912, 2.24351], [-0.17285, -1.92239, 1.21406], [0.10806, -0.70234, 1.03263], [0.40264, 0.27887, 1.91632], [0.03804, 0.18379, 3.29773], [0.15551, -0.26931, -0.31132], [0.40927, -1.27269, -1.27293], [0.12911, 1.07450, -0.49826], [-0.10732, 1.64410, -1.66431], [-0.49861, 0.93364, -2.88739], [0.47240, 1.24412, 1.56528], [-0.39430, 1.14994, 3.62428], [0.89380, 0.01930, 3.96511], [-0.69806, -0.58353, 3.46940], [1.19054, -1.01074, -1.99784], [-0.47961, -1.58548, -1.74174], [0.75412, -2.10600, -0.69772], [-0.10518, 2.74504, -1.59667], [-1.23744, 0.19936, -2.72636], [-0.91578, 1.62008, -3.57532], [0.29566, 0.38886, -3.35845]],
  "forces_ev_per_a": [[0.22, -0.56, -0.80], [-0.44, -0.61, 2.08], [0.23, 1.29, -1.59], [-0.01, 1.20, 0.46], [0.20, 0.98, 0.85], [-0.03, 1.41, 0.84], [1.10, -0.39, -0.58], [-0.15, 1.31, -1.93], [0.58, -1.02, 3.29], [0.36, 0.20, -0.50], [-0.09, -1.19, -0.20], [0.04, -0.50, -0.16], [-0.06, -0.24, -0.19], [-0.32, -0.29, 0.10], [-0.28, 0.20, 0.23], [-0.99, -0.49, -0.96], [0.29, -0.62, 0.04], [0.05, -0.70, -0.21], [-1.05, -0.76, 0.55], [-0.28, 0.76, -0.91], [0.61, 0.03, -0.41]],
  "mulliken_charge": [0.18, -0.72, 0.56, -0.18, -1.07, 0.58, -1.17, -0.80, 0.04, -1.24, 0.33, 0.30, 0.24, 0.41, 0.37, 0.32, 0.45, 0.39, 0.34, 0.34, 0.31],
  "gap_ev": 9.07,
  "smiles": "[H]/N=C(\\NC)N(C)/N=C\\C",
  "max_force_ev_per_a": 3.5,
  "e_homo_ev": -8.08,
  "e_tot_ha": -416.67385,
  "total_charge": 0
}



Record 6
{
  "formula": "C3H3NdO4",
  "method": "ωB97M-V/def2-TZVPD",
  "elements": ["C", "C", "O", "O", "H", "H", "Nd", "O", "O", "C", "H"],
  "positions_angstrom": [[-1.68245, -0.14673, -0.08314], [-3.04356, 0.03604, 0.58647], [-3.69713, -0.92990, 0.86777], [-1.21006, 0.75090, -0.76856], [-1.32201, -1.18770, -0.17534], [-3.40711, 1.08045, 0.67021], [1.08364, 1.56051, -1.78702], [2.95090, 0.46276, -0.76703], [4.49591, -0.48610, 0.51880], [3.34076, -0.32126, 0.17506], [2.49112, -0.81898, 0.76277]],
  "forces_ev_per_a": [[-1.11, -1.34, -0.59], [-0.96, 0.13, 0.47], [0.96, 0.53, -0.34], [2.18, 1.10, -0.53], [0.19, 0.21, 0.44], [0.15, -0.23, 0.05], [2.48, -2.54, 2.48], [-4.80, 4.13, -4.57], [-2.38, 0.50, -1.19], [2.49, -2.85, 4.52], [0.80, 0.37, -0.74]],
  "mulliken_charge": [0.29, -0.03, -0.27, -0.55, 0.37, 0.33, 2.35, -0.58, -0.34, 0.29, 0.14],
  "gap_ev": [4.42, 5.60],
  "max_force_ev_per_a": 7.8,
  "e_homo_ev": [-16.95, -17.01],
  "e_tot_ha": -977.71106,
  "total_charge": 2,
  "multiplicity": 4
}



Record 7
{
  "formula": "C19H24N2O3S",
  "method": "ωB97M-V/def2-TZVPD",
  "elements": ["C", "C", "O", "C", "C", "C", "N", "C", "O", "C", "N", "C", "O", "C", "C", "C", "C", "C", "S", "C", "C", "C", "C", "C", "C", "H", "H", "H", "H", "H", "H", "H", "H", "H", "H", "H", "H", "H", "H", "H", "H", "H", "H", "H", "H", "H", "H", "H", "H"],
  "positions_angstrom": [[-4.99350, 0.15534, 1.90317], [-4.43234, 0.24181, 0.48579], [-3.01973, 0.19354, 0.42318], [-2.42329, -1.05105, 0.72618], [-2.68138, -2.13365, -0.33235], [-1.52905, -3.14128, -0.40117], [-0.33777, -2.51208, -0.92297], [0.67670, -2.12556, -0.12680], [0.84388, -2.50111, 1.01280], [1.59040, -1.08740, -0.83164], [0.86038, 0.17338, -0.82920], [-0.10383, 0.47419, -1.71255], [-0.41556, -0.26193, -2.63388], [-0.82803, 1.79261, -1.45451], [0.00950, 2.83614, -0.80909], [0.78876, 3.77906, -1.40398], [1.48664, 4.59196, -0.48102], [1.23565, 4.25447, 0.80704], [0.13006, 2.94064, 0.92490], [2.91042, -0.93489, -0.13506], [2.96090, -0.45688, 1.16905], [4.17621, -0.32850, 1.81731], [5.35027, -0.67587, 1.17152], [5.30509, -1.15875, -0.12508], [4.09051, -1.28900, -0.77461], [-6.05900, 0.36647, 1.88188], [-4.50058, 0.88464, 2.54130], [-4.84846, -0.83547, 2.32668], [-4.87220, -0.54400, -0.14197], [-4.68566, 1.21261, 0.05058], [-2.73272, -1.40563, 1.71637], [-1.35482, -0.82783, 0.77093], [-3.60949, -2.66636, -0.12009], [-2.77708, -1.64650, -1.30669], [-1.80526, -3.97495, -1.05322], [-1.28932, -3.52599, 0.59270], [-0.44513, -2.03201, -1.81310], [1.72992, -1.39052, -1.87546], [1.03467, 0.79263, -0.05073], [-1.20999, 2.14760, -2.41369], [-1.68298, 1.53624, -0.81866], [0.86012, 3.89449, -2.47079], [2.14476, 5.39161, -0.76979], [1.62387, 4.69395, 1.70392], [2.04878, -0.20652, 1.68988], [4.20577, 0.03984, 2.83209], [6.29836, -0.57526, 1.67892], [6.21764, -1.43575, -0.63215], [4.05793, -1.66853, -1.78593]],
  "forces_ev_per_a": [[0.30, -0.04, -0.33], [-0.19, 0.10, 0.07], [-0.01, 0.16, 0.05], [0.12, -0.21, -0.15], [0.11, 0.11, 0.22], [-0.22, -0.08, 0.12], [-0.30, -0.12, -0.29], [0.36, 0.05, -0.52], [-0.01, 0.00, 0.38], [-0.12, -0.25, 0.06], [0.28, -0.09, 0.27], [-0.10, 0.49, 0.18], [-0.15, -0.19, -0.41], [-0.09, -0.24, -0.14], [0.02, 0.22, 0.41], [-0.21, -0.21, 0.05], [0.09, 0.08, 0.20], [-0.14, -0.26, 0.16], [0.08, 0.32, -0.53], [0.02, -0.02, -0.08], [0.07, 0.00, -0.03], [-0.05, 0.09, 0.06], [0.08, -0.03, -0.02], [0.13, -0.02, 0.01], [-0.15, 0.03, 0.01], [-0.14, 0.00, 0.03], [0.01, 0.07, 0.08], [-0.03, -0.07, 0.10], [0.02, 0.08, -0.02], [-0.08, -0.15, -0.01], [0.07, 0.02, -0.02], [-0.06, -0.10, 0.08], [-0.07, -0.01, -0.07], [-0.07, 0.01, -0.01], [0.01, 0.01, 0.16], [-0.03, -0.08, -0.13], [0.18, 0.04, 0.14], [0.01, 0.06, 0.16], [0.02, 0.07, -0.16], [0.02, -0.09, 0.07], [-0.03, 0.00, -0.14], [-0.02, -0.03, -0.22], [0.12, 0.15, -0.01], [0.12, 0.14, 0.15], [-0.10, 0.00, 0.07], [0.00, 0.03, 0.08], [0.07, 0.01, 0.04], [0.07, -0.02, -0.04], [-0.02, -0.03, -0.10]],
  "mulliken_charge": [-1.17, -0.37, -0.23, -0.20, -0.48, -1.08, -0.12, 0.30, -0.65, 0.23, 0.30, 0.88, -0.78, -0.32, 0.32, -0.66, -0.43, -0.54, -0.03, 0.19, -0.31, -0.90, -0.42, -0.67, -0.40, 0.40, 0.31, 0.29, 0.34, 0.33, 0.32, -0.02, 0.42, 0.33, 0.35, 0.42, 0.33, 0.42, -0.06, 0.43, -0.29, 0.45, 0.41, 0.44, 0.39, 0.38, 0.39, 0.40, 0.37],
  "gap_ev": 9.54,
  "smiles": "CCOCCCNC(=O)[C@@H](NC(=O)Cc1cccs1)c1ccccc1",
  "max_force_ev_per_a": 0.6,
  "e_homo_ev": -8.88,
  "e_tot_ha": -1471.85928,
  "total_charge": 0
}



Record 8
{
  "formula": "C2F3O2S",
  "method": "ωB97M-V/def2-TZVPD",
  "elements": ["C", "C", "O", "O", "F", "F", "F", "S"],
  "positions_angstrom": [[1.34534, 0.36289, -0.06636], [0.16910, -0.17447, -0.24634], [-0.29582, -1.34836, -0.57168], [-2.01798, -0.37669, 1.21203], [2.58006, -0.23995, -0.15420], [1.55172, 1.66673, 0.26254], [-3.06183, 1.20973, -0.43736], [-1.71826, -0.10662, -0.16746]],
  "forces_ev_per_a": [[1.15, 0.86, 0.24], [-1.10, -0.46, -0.40], [1.00, -0.65, 0.09], [-0.25, -0.16, 0.90], [-1.05, 0.19, 0.01], [-0.10, -0.45, -0.09], [0.52, 0.09, 0.25], [-0.17, 0.59, -1.01]],
  "mulliken_charge": [0.19, 0.31, -0.52, -0.48, -0.26, -0.25, -0.57, 0.59],
  "gap_ev": 8.69,
  "max_force_ev_per_a": 1.5,
  "e_homo_ev": -4.66,
  "e_tot_ha": -924.43694,
  "total_charge": -1
}



Record 9
{
  "formula": "C5H11N2",
  "method": "ωB97M-V/def2-TZVPD",
  "elements": ["C", "C", "C", "C", "C", "N", "N", "H", "H", "H", "H", "H", "H", "H", "H", "H", "H", "H"],
  "positions_angstrom": [[0.67848, 1.10143, 0.66798], [-0.14126, 1.25923, -1.30846], [1.14538, 0.92153, -0.67502], [-0.63939, 0.57387, 0.00945], [-1.25577, -1.20832, 1.35153], [1.91457, -0.12809, -0.93358], [-0.99528, -0.84828, -0.02102], [1.25602, 0.39380, 1.33171], [0.44188, 2.08576, 1.10581], [-0.29016, 2.30241, -1.25954], [-0.38027, 0.80064, -2.24503], [-1.05263, -2.28906, 1.58032], [-0.58600, -0.56488, 2.01936], [-2.34032, -1.03728, 1.42401], [1.74417, -0.78931, -1.67995], [2.62656, -0.38707, -0.32611], [-1.86696, -0.81890, -0.64257], [-0.25902, -1.36748, -0.39890]],
  "forces_ev_per_a": [[0.15, -0.69, 3.71], [-0.03, -1.13, -0.42], [-2.16, -0.92, -0.58], [1.41, 2.78, -0.96], [-0.44, -1.10, 2.31], [-0.67, -0.74, -1.76], [-1.04, 2.51, -1.34], [-0.76, 1.06, 0.06], [0.70, -0.45, -0.29], [-0.67, 1.05, -0.29], [-0.19, -0.02, -0.78], [-0.15, 0.96, -0.55], [-1.49, -1.00, -0.85], [0.59, 0.15, 1.02], [0.22, 0.58, -0.40], [1.27, -0.41, 1.35], [1.62, -0.79, 1.06], [1.62, -1.83, -1.30]],
  "mulliken_charge": [-0.67, -0.49, 0.49, -0.52, -0.72, -0.42, 0.05, 0.40, 0.20, 0.23, 0.34, 0.37, 0.28, 0.30, 0.25, 0.20, 0.40, 0.30],
  "gap_ev": 8.68,
  "max_force_ev_per_a": 3.8,
  "e_homo_ev": -11.96,
  "e_tot_ha": -306.23719,
  "total_charge": 1
}